No. 1
DFT (ωB97M-V/def2-TZVPD) results for a cluster of 15 separate species, C28H88BO28 in total.

- spin multiplicity = 1
- HOMO-LUMO gap (eV) = 8.829
- charge = -1
- E_HOMO (eV) = -6.97

Last column: Löwdin charge in e.
Atoms and positions in Å:
B  -0.549  0.429  0.900  -0.33
H  0.317  -0.213  0.942  -0.02
H  -0.531  1.112  1.735  -0.01
H  -0.444  0.965  -0.031  -0.03
H  -1.469  -0.132  0.852  -0.01
C  -1.890  3.134  -3.512  -0.20
C  -2.488  2.624  -4.804  -0.21
O  -3.902  2.777  -4.627  -0.09
O  -0.452  3.252  -3.598  -0.10
H  -2.074  2.389  -2.738  0.11
H  -2.248  4.123  -3.225  0.14
H  -2.287  1.607  -5.138  0.11
H  -2.313  3.372  -5.577  0.12
H  -4.363  2.011  -4.277  0.07
H  -0.161  2.337  -3.611  0.05
C  6.785  -1.590  -2.642  -0.23
C  5.275  -1.944  -2.304  -0.21
O  5.197  -2.139  -0.896  -0.09
O  6.927  -1.488  -4.041  -0.08
H  7.487  -2.341  -2.280  0.11
H  7.109  -0.652  -2.191  0.11
H  5.077  -2.896  -2.797  0.11
H  4.655  -1.071  -2.510  0.10
H  4.350  -2.458  -0.576  0.02
H  7.666  -2.054  -4.276  0.08
C  -4.479  -3.503  4.341  -0.18
C  -4.747  -2.955  5.826  -0.21
O  -3.744  -2.014  6.124  -0.07
O  -3.118  -3.891  4.269  -0.10
H  -4.612  -2.794  3.524  0.11
H  -5.066  -4.330  3.940  0.12
H  -4.740  -3.698  6.623  0.11
H  -5.752  -2.533  5.860  0.11
H  -4.037  -1.523  6.895  0.09
H  -2.628  -3.234  4.770  0.09
C  2.461  -4.595  -2.279  -0.20
C  2.131  -4.758  -0.751  -0.11
O  3.144  -3.840  -0.107  -0.13
O  2.409  -3.200  -2.612  -0.09
H  1.758  -5.198  -2.855  0.11
H  3.474  -4.903  -2.535  0.11
H  2.414  -5.737  -0.365  0.11
H  1.138  -4.384  -0.501  0.10
H  2.789  -3.435  0.688  0.05
H  2.935  -2.672  -2.008  0.04
C  0.030  5.180  -0.518  -0.22
C  0.055  3.708  0.034  -0.22
O  -1.277  3.179  -0.026  -0.08
O  0.005  5.228  -1.943  -0.08
H  0.836  5.850  -0.220  0.11
H  -0.891  5.663  -0.189  0.11
H  0.517  3.721  1.022  0.11
H  0.826  3.307  -0.624  0.10
H  -1.253  2.263  0.260  -0.01
H  -0.388  4.381  -2.168  0.01
C  0.224  5.109  5.614  -0.30
C  0.240  3.569  5.467  -0.18
O  1.365  3.291  4.509  -0.10
O  -0.078  5.533  4.377  -0.05
H  1.163  5.429  6.066  0.12
H  -0.629  5.385  6.235  0.12
H  -0.662  3.189  4.987  0.09
H  0.132  3.058  6.424  0.11
H  1.072  2.423  4.221  -0.01
H  0.621  5.314  3.757  0.09
C  2.425  -1.080  2.967  -0.26
C  2.440  0.323  3.299  -0.16
O  1.107  0.901  3.635  -0.11
O  2.408  -1.377  1.584  -0.07
H  1.718  -1.711  3.505  0.13
H  3.368  -1.528  3.280  0.12
H  2.798  0.978  2.504  0.13
H  3.062  0.491  4.178  0.13
H  0.566  1.011  2.849  0.01
H  1.687  -0.840  1.247  0.02
C  -4.083  0.786  -1.097  -0.22
C  -4.799  -0.058  -0.080  -0.22
O  -6.229  -0.150  -0.220  -0.05
O  -4.845  1.906  -1.567  -0.07
H  -3.965  0.220  -2.021  0.11
H  -3.060  1.057  -0.833  0.10
H  -4.559  0.175  0.958  0.10
H  -4.400  -1.071  -0.138  0.11
H  -6.256  -0.817  -0.910  0.08
H  -5.769  1.705  -1.730  0.08
C  -2.507  1.018  3.873  -0.21
C  -3.179  2.357  3.290  -0.17
O  -4.576  2.386  3.630  -0.08
O  -2.788  -0.098  3.022  -0.10
H  -2.747  0.628  4.862  0.11
H  -1.456  1.307  3.892  0.08
H  -3.008  2.307  2.214  0.11
H  -2.649  3.206  3.721  0.10
H  -4.815  1.458  3.687  0.06
H  -2.125  -0.121  2.329  0.00
C  -2.558  -4.796  1.087  -0.27
C  -1.742  -3.545  1.283  -0.18
O  -1.506  -2.846  0.051  -0.10
O  -2.759  -5.599  2.173  -0.04
H  -2.113  -5.417  0.309  0.10
H  -3.585  -4.565  0.804  0.13
H  -0.811  -3.543  1.849  0.13
H  -2.344  -2.954  1.973  0.10
H  -1.111  -1.981  0.190  0.05
H  -3.060  -5.056  2.906  0.03
C  3.697  3.662  0.381  -0.23
C  5.197  3.527  0.536  -0.26
O  5.739  4.795  0.330  -0.04
O  3.477  3.486  -1.002  -0.09
H  3.357  4.641  0.717  0.13
H  3.067  2.858  0.760  0.11
H  5.516  2.764  -0.175  0.11
H  5.447  3.118  1.515  0.12
H  5.184  5.125  -0.381  0.08
H  3.716  2.575  -1.190  0.05
C  0.415  -0.386  -2.297  -0.26
C  -0.857  -1.064  -2.576  -0.22
O  -1.280  -0.696  -3.897  -0.06
O  0.418  0.998  -2.443  -0.06
H  1.179  -0.740  -2.989  0.12
H  0.730  -0.697  -1.301  0.11
H  -1.660  -0.779  -1.896  0.11
H  -0.753  -2.149  -2.593  0.10
H  -0.707  -1.094  -4.556  0.09
H  0.156  1.243  -1.553  0.05
C  3.734  1.084  -5.029  -0.18
C  3.566  1.824  -3.587  -0.21
O  4.632  1.405  -2.767  -0.08
O  4.510  1.940  -5.871  -0.09
H  2.786  0.954  -5.551  0.10
H  4.070  0.079  -4.771  0.11
H  2.569  1.600  -3.205  0.09
H  3.593  2.909  -3.684  0.12
H  5.349  1.865  -3.208  0.10
H  4.173  2.596  -6.485  0.09
C  -2.690  -4.219  -3.122  -0.21
C  -2.047  -5.381  -2.405  -0.25
O  -0.846  -4.932  -1.887  -0.08
O  -3.352  -3.471  -2.110  -0.09
H  -3.400  -4.658  -3.823  0.11
H  -2.134  -3.420  -3.613  0.11
H  -1.815  -6.111  -3.181  0.11
H  -2.534  -5.943  -1.608  0.11
H  -0.970  -4.145  -1.351  0.03
H  -2.716  -2.966  -1.599  0.03



No. 2
DFT (ωB97M-V/def2-TZVPD) results for a structure of composition C26H40BrIrNOP2.

- spin multiplicity = 6
- energy relative to the best compared isomer or geometry (same formula, charge and spin) (eV) = 0.000
- HOMO-LUMO gap (alpha / beta) (eV) = 5.679 / 5.433
- charge = +4
- E_HOMO (alpha / beta) (eV) = -18.80 / -20.09

Last column: Löwdin spin population.
Atoms and positions in Å:
N  -5.632  3.951  -5.385  0.80
C  -5.586  4.294  -4.092  0.08
C  -4.890  3.570  -3.123  0.12
C  -4.133  2.428  -3.510  0.05
C  -4.236  2.038  -4.872  0.11
C  -5.001  2.822  -5.753  0.07
C  -3.152  1.808  -2.625  0.55
Ir  -1.494  0.063  -1.772  0.89
P  4.084  -0.650  -1.107  0.61
C  -1.802  1.529  -3.133  0.27
C  -0.642  2.396  -2.767  0.17
C  0.573  2.145  -3.429  0.07
C  1.662  2.947  -3.101  0.03
C  1.520  4.030  -2.195  0.17
C  0.321  4.196  -1.504  0.05
C  -0.803  3.459  -1.860  0.05
Br  2.930  5.168  -1.884  0.18
H  -3.394  1.768  -1.558  0.02
H  -1.768  1.333  -4.210  0.03
H  -4.851  3.954  -2.111  0.01
H  -3.683  1.178  -5.268  0.01
H  -6.119  5.211  -3.833  0.02
H  -5.072  2.553  -6.810  0.01
H  0.662  1.344  -4.175  0.00
H  -1.776  3.578  -1.384  0.00
H  2.608  2.829  -3.597  0.00
H  0.280  4.853  -0.631  0.00
P  -1.305  -2.141  -1.726  0.05
C  3.761  1.103  -0.770  0.09
C  4.986  1.950  -1.131  0.02
H  3.511  1.196  0.296  0.00
H  2.874  1.385  -1.350  0.01
H  4.863  2.969  -0.754  0.00
H  5.894  1.519  -0.692  0.00
H  5.126  2.006  -2.217  0.00
C  3.425  -1.089  -2.734  0.09
C  4.381  -2.037  -3.474  0.02
H  3.297  -0.153  -3.296  0.00
H  2.433  -1.532  -2.586  0.01
H  4.085  -2.139  -4.523  0.00
H  5.408  -1.653  -3.449  0.00
H  4.389  -3.037  -3.025  0.00
C  3.386  -1.666  0.223  0.09
C  4.418  -1.927  1.329  0.02
H  3.061  -2.617  -0.223  0.00
H  2.502  -1.131  0.593  0.02
H  4.055  -2.708  2.004  0.00
H  5.368  -2.264  0.899  0.00
H  4.615  -1.024  1.917  0.00
C  -0.949  -2.905  -0.112  0.02
C  -1.470  -4.322  0.100  0.00
H  -1.330  -2.217  0.657  0.00
H  0.152  -2.883  -0.061  0.00
H  -2.488  -4.320  0.501  0.00
H  -1.468  -4.948  -0.799  0.00
H  -0.828  -4.813  0.839  0.00
C  -0.088  -2.888  -2.836  0.00
C  -0.353  -2.428  -4.265  0.01
H  -0.159  -3.979  -2.721  0.00
H  0.903  -2.564  -2.477  0.00
H  -1.268  -2.888  -4.667  0.00
H  -0.456  -1.330  -4.305  0.01
H  0.495  -2.719  -4.896  0.00
C  -3.003  -2.519  -2.279  0.01
C  -3.934  -1.933  -1.216  0.04
H  -3.114  -3.602  -2.436  0.00
H  -3.179  -2.011  -3.243  0.00
H  -4.925  -1.757  -1.644  0.00
H  -4.026  -2.588  -0.339  0.00
H  -3.564  -0.941  -0.867  0.02
O  0.338  0.469  0.586  0.02
C  -0.421  0.283  -0.279  0.07



No. 3
DFT (ωB97M-V/def2-TZVPD) results for a cluster of 2 separate species, C4H9O2 in total.

- spin multiplicity = 1
- energy relative to the best compared isomer or geometry (same formula, charge and spin) (eV) = 0.357
- HOMO-LUMO gap (eV) = 7.412
- charge = -1
- E_HOMO (eV) = -3.77

Last column: natural (NBO) charge in e.
Atoms and positions in Å:
C  2.003  1.106  0.846  -0.75
C  2.082  1.496  -0.677  0.77
O  1.779  2.684  -0.912  -0.80
O  2.430  0.592  -1.466  -0.80
H  1.689  0.074  0.995  0.18
H  1.183  1.716  1.221  0.20
H  2.953  1.329  1.326  0.20
C  -2.270  -1.716  -0.057  -0.61
C  -1.255  -0.557  -0.253  -0.61
H  -2.712  -1.577  0.924  0.19
H  -3.069  -1.676  -0.795  0.19
H  -1.782  -2.685  -0.108  0.20
H  -1.368  -0.175  -1.241  0.21
H  -0.229  -0.906  -0.196  0.23
H  -1.433  0.296  0.393  0.20



No. 4
DFT (ωB97M-V/def2-TZVPD) results for a cluster of 2 separate species, C2H10NO in total.

- spin multiplicity = 1
- energy relative to the best compared isomer or geometry (same formula, charge and spin) (eV) = 2.487
- HOMO-LUMO gap (eV) = 10.816
- charge = +1
- E_HOMO (eV) = -14.59

Last column: natural (NBO) charge in e.
Atoms and positions in Å:
C  -0.869  -0.499  -1.398  -0.48
N  -1.523  -0.437  -0.055  -0.71
H  -0.804  -0.788  0.728  0.50
H  -1.719  0.627  0.297  0.45
H  -2.408  -0.803  -0.137  0.43
H  -0.995  -1.617  -1.715  0.24
H  0.219  -0.534  -1.516  0.28
H  -1.237  0.264  -2.170  0.26
C  1.438  0.997  1.026  -0.26
O  1.202  -0.289  0.560  -0.77
H  1.837  -0.898  1.078  0.51
H  1.889  1.079  2.039  0.20
H  0.667  1.597  0.906  0.16
H  2.304  1.301  0.357  0.19



No. 5
DFT (ωB97M-V/def2-TZVPD) results for a cluster of 5 separate species, C3H15NO5S in total.

- spin multiplicity = 1
- energy relative to the best compared isomer or geometry (same formula, charge and spin) (eV) = 2.825
- SMILES = NC(=O)CCS.O.O.O.O
- HOMO-LUMO gap (eV) = 9.711
- E_HOMO (eV) = -9.26

Last column: natural (NBO) charge in e.
Atoms and positions in Å:
C  -1.634  1.727  0.686  -0.53
C  -2.226  0.286  0.327  -0.52
S  -2.113  -0.897  1.616  0.01
C  -0.220  1.705  0.659  0.69
N  0.655  2.010  1.725  -0.80
O  0.390  1.586  -0.433  -0.68
H  -2.061  2.599  0.128  0.26
H  -2.148  1.873  1.651  0.22
H  -3.277  0.391  0.027  0.23
H  -1.659  0.033  -0.451  0.26
H  -3.059  -0.698  2.433  0.11
H  0.389  2.115  2.680  0.40
H  1.635  1.839  1.529  0.40
H  1.147  -0.441  -2.434  0.52
H  2.447  -0.425  -1.425  0.46
O  1.969  -0.777  -2.023  -1.01
H  -0.711  0.673  -3.279  0.47
H  0.062  0.883  -1.882  0.51
O  -0.498  0.149  -2.356  -0.98
H  2.747  -0.977  2.072  0.47
H  2.041  -1.862  1.021  0.48
O  2.290  -1.749  1.869  -0.94
H  1.776  -2.940  -1.851  0.49
H  1.056  -3.892  -0.837  0.47
O  1.003  -3.210  -1.450  -0.96